a:
{
  "formula": "C5H14N2O",
  "method": "ωB97M-V/def2-TZVPD",
  "total_charge": 0,
  "homo_energy_ha": -0.308,
  "symbols": ["C", "C", "C", "N", "H", "H", "H", "H", "H", "H", "H", "C", "N", "C", "O", "H", "H", "H", "H", "H", "H", "H"],
  "coordinates": [[-0.23123, 2.87660, 0.55966], [0.67374, 1.68385, 0.54435], [1.65442, 1.53830, -0.35468], [0.43747, 0.77475, 1.57127], [-0.17706, 3.38417, 1.52272], [-1.27104, 2.57792, 0.41008], [0.03705, 3.58278, -0.21675], [2.33930, 0.70246, -0.30545], [1.82228, 2.30482, -1.09289], [-0.50863, 0.80261, 1.92634], [0.71185, -0.17337, 1.34257], [-0.65516, -2.94215, 0.64785], [-0.04370, -1.92412, -0.19814], [-1.04097, -1.16729, -0.94816], [-0.42253, -0.36382, -1.90869], [-1.24198, -2.45754, 1.43059], [0.12205, -3.53668, 1.12441], [-1.31970, -3.62258, 0.09704], [0.56103, -2.36145, -0.88446], [-1.73505, -1.82181, -1.48943], [-1.61445, -0.56660, -0.22721], [0.20801, 0.21228, -1.43737]]
}

---

b:
{
  "formula": "C5H14N2O",
  "method": "ωB97M-V/def2-TZVPD",
  "total_charge": 0,
  "homo_energy_ha": -0.329,
  "symbols": ["C", "N", "C", "C", "C", "O", "C", "N", "H", "H", "H", "H", "H", "H", "H", "H", "H", "H", "H", "H", "H", "H"],
  "coordinates": [[0.37033, -1.21192, -0.89648], [0.61446, -0.09170, 0.04739], [-0.11558, 1.07555, -0.49144], [-1.60445, 1.15076, -0.20609], [-1.87999, 1.27224, 1.30728], [-1.38371, 2.55873, 1.64022], [1.28340, -2.38169, -0.52712], [2.69309, -2.30931, -0.82970], [0.31477, -0.88626, -1.94894], [-0.65665, -1.57503, -0.72114], [1.60470, 0.12006, 0.01020], [0.36735, 2.01637, -0.11449], [0.17784, 1.30145, -1.55072], [-1.89036, 2.13136, -0.58025], [-2.17772, 0.36734, -0.70682], [-1.40565, 0.48510, 1.89800], [-2.98101, 1.27763, 1.43288], [-1.78938, 2.95963, 2.41898], [0.70930, -3.28898, -0.82447], [1.18338, -2.41033, 0.57207], [2.79591, -2.06700, -1.81775], [3.13111, -3.22710, -0.90798]]
}

---

c:
{
  "formula": "C5H14N2O",
  "method": "ωB97M-V/def2-TZVPD",
  "total_charge": 0,
  "homo_energy_ha": -0.312,
  "symbols": ["N", "C", "C", "C", "C", "C", "N", "H", "H", "H", "H", "H", "H", "H", "H", "H", "H", "H", "H", "H", "H", "O"],
  "coordinates": [[1.14257, -1.08864, -0.82463], [2.12640, -0.84245, -1.88259], [2.27515, 0.68771, -1.96405], [1.27085, 1.27277, -0.96760], [0.88373, 0.11888, -0.04282], [-0.56709, 0.12341, 0.36750], [-0.81042, 1.17664, 1.35675], [1.41304, -1.87750, -0.25181], [3.05663, -1.38297, -1.71913], [1.70496, -1.21517, -2.81463], [2.13161, 1.02695, -2.97967], [3.28994, 0.93085, -1.65191], [1.75981, 2.07145, -0.40478], [0.37252, 1.62549, -1.46252], [1.43706, 0.18234, 0.90683], [-1.23525, 0.17890, -0.50028], [-0.76381, -0.82371, 0.86119], [-1.76639, 1.50676, 1.34596], [-0.30401, 2.04687, 1.17567], [-6.45959, -2.05812, 3.43499], [-5.30837, -2.08713, 4.38649], [-5.64933, -1.57333, 3.63103]]
}

---

d:
{
  "formula": "C5H14N2O",
  "method": "ωB97M-V/def2-TZVPD",
  "total_charge": 0,
  "homo_energy_ha": -0.295,
  "symbols": ["C", "C", "C", "C", "N", "C", "N", "H", "H", "H", "H", "H", "H", "H", "H", "H", "H", "H", "H", "H", "H", "O"],
  "coordinates": [[-1.28862, 1.47894, 1.18370], [-0.41087, 1.88953, 0.00188], [0.50361, 0.79249, -0.48079], [0.04490, -0.04596, -1.43322], [0.86140, -0.95473, -2.17639], [1.84525, 0.60173, 0.16243], [-2.17077, 0.34200, 0.90528], [-0.56455, 1.21859, 1.98976], [-1.93564, 2.34013, 1.31756], [-0.96498, 2.25104, -0.85669], [0.18586, 2.71374, 0.36293], [-0.97652, 0.01396, -1.80718], [1.83007, -0.63483, -2.18176], [0.85750, -1.90983, -1.84166], [2.38133, 1.55939, 0.25329], [2.23079, -0.37388, -0.20919], [1.65731, 0.31951, 1.20220], [-1.75463, -0.50677, 1.25546], [-3.08619, 0.46174, 1.31491], [-0.49335, -3.63105, 0.38071], [0.93755, -3.96574, 0.69646], [0.31053, -3.96001, -0.03968]]
}

---

Bottom line: c, by a margin of 14.9 kJ/mol.

---

a:
{
  "formula": "C5H14N2O",
  "method": "ωB97M-V/def2-TZVPD",
  "total_charge": 0,
  "homo_energy_ha": -0.313,
  "symbols": ["C", "O", "C", "C", "C", "C", "N", "N", "H", "H", "H", "H", "H", "H", "H", "H", "H", "H", "H", "H", "H", "H"],
  "coordinates": [[-0.84666, -1.58436, 1.63583], [-0.31286, -1.43357, 3.36847], [-0.41313, -0.27426, 0.95705], [0.37194, -0.52596, -0.35824], [1.07077, 0.70567, -0.88427], [0.14047, 1.53209, -1.72193], [-0.25056, 0.75534, -2.86363], [0.55922, 0.45276, 1.85784], [-0.08418, -2.33419, 1.59857], [-1.78648, -2.07265, 1.24409], [-1.17519, 0.41742, 0.77388], [-0.34997, -0.94315, -1.08674], [1.09895, -1.37640, -0.15873], [1.84324, 0.39961, -1.63399], [1.50225, 1.19722, -0.13011], [0.60016, 2.50406, -2.18584], [-0.74866, 1.89726, -1.14621], [0.22400, -0.07593, -3.19373], [-0.70701, 1.12442, -3.71734], [-1.24182, -1.30109, 2.68866], [0.34858, -0.31025, 2.70964], [0.15695, 1.24597, 2.24672]]
}

---

b:
{
  "formula": "C5H14N2O",
  "method": "ωB97M-V/def2-TZVPD",
  "total_charge": 0,
  "homo_energy_ha": -0.334,
  "symbols": ["C", "C", "C", "C", "N", "C", "N", "H", "H", "H", "H", "H", "H", "H", "H", "H", "H", "H", "H", "H", "H", "O"],
  "coordinates": [[-0.12548, 0.37334, 1.96391], [0.14934, 1.60541, 1.11573], [0.88188, 1.35363, -0.20851], [0.70574, -0.00775, -0.89228], [-0.37530, -0.12680, -1.83943], [-1.68355, 0.15807, -1.46642], [-2.73048, -0.19765, -2.05893], [-0.83988, -0.32762, 1.53524], [0.78335, -0.20986, 2.16216], [-0.39009, 0.67507, 2.97362], [0.67644, 2.33750, 1.73309], [-0.80578, 2.09712, 0.88564], [1.95292, 1.51944, -0.08121], [0.62391, 2.14697, -0.91718], [1.64056, -0.24631, -1.40428], [0.57361, -0.79552, -0.13644], [-0.16697, -0.02502, -2.81772], [-1.74866, 0.77888, -0.57627], [-2.59452, -0.82312, -2.84798], [1.30969, -4.14287, 0.66604], [0.93857, -2.67826, 0.86911], [1.22472, -3.46464, 1.34213]]
}

---

c:
{
  "formula": "C5H14N2O",
  "method": "ωB97M-V/def2-TZVPD",
  "total_charge": 0,
  "homo_energy_ha": -0.358,
  "symbols": ["C", "C", "C", "C", "C", "N", "N", "O", "H", "H", "H", "H", "H", "H", "H", "H", "H", "H", "H", "H", "H", "H"],
  "coordinates": [[0.07754, 2.28142, -1.67284], [-1.39967, 0.03806, 1.25021], [-0.05687, 1.66671, -0.28419], [1.68236, -1.68390, 1.28363], [-0.89234, 0.42763, -0.12283], [2.13010, -0.53641, 1.52996], [-1.11733, -0.48541, -0.98090], [-0.75616, -3.17748, -0.35683], [0.76872, 3.00951, -1.63643], [-0.81614, 2.70732, -1.91282], [0.28544, 1.53655, -2.40489], [-2.21176, -0.53537, 1.21325], [-0.55423, -0.41440, 1.81693], [-1.76634, 0.77765, 1.98864], [-0.51176, 2.57706, 0.33380], [0.90952, 1.52555, 0.08483], [0.72240, -1.88555, 0.99711], [2.31496, -2.72718, 1.29344], [-0.94025, -3.59407, -1.28701], [3.06810, -0.41740, 1.78735], [-0.75735, -0.42906, -1.93506], [-1.01524, -2.31684, -0.52259]]
}

---

d:
{
  "formula": "C5H14N2O",
  "method": "ωB97M-V/def2-TZVPD",
  "total_charge": 0,
  "homo_energy_ha": [-0.303, -0.303],
  "symbols": ["C", "C", "C", "C", "C", "N", "N", "O", "H", "H", "H", "H", "H", "H", "H", "H", "H", "H", "H", "H", "H", "H"],
  "coordinates": [[-0.09515, -0.73752, 0.25008], [-1.21553, 2.36952, 0.69490], [1.04188, 0.70947, -1.38032], [-0.81906, -1.57301, -0.78302], [1.69470, -1.38144, 0.42083], [0.50012, 0.46689, -0.04991], [-0.65991, -0.77726, 1.51611], [-1.12710, 1.35057, -0.24798], [-0.34619, -0.02508, 2.11591], [-1.66556, -0.86855, 1.50717], [-2.03064, 3.06103, 0.42774], [-0.29569, 2.97437, 0.76913], [-1.44097, 1.98922, 1.71162], [2.02311, 1.18111, -1.28100], [0.40648, 1.39076, -1.94372], [1.17867, -0.14994, -2.04043], [-1.13558, -2.52759, -0.35642], [-0.19521, -1.78463, -1.65071], [-1.69672, -1.01172, -1.11226], [1.44223, -2.26579, 1.00167], [2.35521, -0.73014, 0.98731], [2.08091, -1.66027, -0.55669]]
}

---

Bottom line: b, by a margin of 169.1 kJ/mol.